No. 1
Molecular formula: C23H40BGeHfN6O5
Method: DFT, wB97M-V/def2-TZVPD

Cartesian coordinates (Å):
1 Hf 0.0713 0.1985 -0.1666
2 Ge -0.2912 -0.7554 2.5129
3 O -1.4877 0.3085 1.3443
4 O 0.0325 -1.7827 0.7620
5 O -0.6826 -3.2100 -2.7335
6 O 1.1349 0.3579 1.7307
7 O 0.3375 -1.4029 -1.9404
8 N 0.0432 2.8956 -1.4705
9 N 1.5128 1.1859 -2.4902
10 N 1.8493 0.5747 -1.3286
11 N 0.0532 2.4013 -0.2089
12 N -1.5007 0.3936 -1.6192
13 N -0.9894 0.9885 -2.7239
14 C -0.3165 -3.8262 2.0556
15 C -2.8395 2.3408 1.4383
16 C 0.0954 -2.2579 -2.8247
17 C 2.2826 0.7517 2.5418
18 C 3.0169 -0.0480 -1.5494
19 C -1.7086 0.6409 -3.7982
20 C 0.0191 4.6431 -0.1201
21 C -0.1187 -3.1950 0.6553
22 C -2.7358 0.8717 1.8521
23 C 0.0322 3.4625 0.6093
24 C -1.3725 -3.5201 -0.1365
25 C 2.4680 0.9771 -3.4044
26 C 2.2959 -0.0403 3.8497
27 C 3.5559 0.4585 1.7515
28 C 0.8573 -2.1756 -4.1522
29 C -2.5416 -0.3454 -2.0323
30 C 3.4565 0.1878 -2.8435
31 C 1.1497 -3.8151 0.0488
32 C -2.7610 0.7607 3.3769
33 C 2.1884 2.2439 2.8533
34 C 0.0275 4.2359 -1.4395
35 C -2.7205 -0.2133 -3.4004
36 C -3.9170 0.0987 1.2631
37 B 0.1975 1.9794 -2.6793
38 H -3.6132 1.2988 3.7822
39 H 1.3109 -1.1931 -4.2502
40 H -2.1509 2.9546 2.0117
41 H 1.4170 0.1955 4.4559
42 H 0.9450 -4.8283 -0.2861
43 H 2.3118 -1.1141 3.6513
44 H 4.3571 -0.1561 -3.3069
45 H 3.6248 -0.6087 1.5470
46 H -3.8473 2.7027 1.6263
47 H -4.8323 0.3828 1.7743
48 H 3.1776 0.2090 4.4322
49 H -1.1535 -3.4320 -1.2457
50 H 0.5155 -3.5277 2.6958
51 H -2.1701 -2.8123 0.0859
52 H 3.5625 1.0206 0.8194
53 H 1.6235 -2.9504 -4.1260
54 H -1.2533 -3.4926 2.5013
55 H 0.0159 3.3499 1.6737
56 H 1.2375 2.4616 3.3367
57 H 0.2330 2.5928 -3.6803
58 H -1.7134 -4.5390 0.0224
59 H -3.1324 -0.9264 -1.3476
60 H 3.4928 -0.6351 -0.7865
61 H -3.7700 -0.9717 1.3942
62 H -1.8499 1.1855 3.8054
63 H 2.4012 1.4024 -4.3852
64 H 2.2863 2.8397 1.9484
65 H -3.4831 -0.6626 -4.0030
66 H -2.8345 -0.2855 3.6813
67 H -1.4785 1.0113 -4.7766
68 H -0.3269 -4.9091 1.9849
69 H 0.1915 -2.3871 -4.9855
70 H -4.0402 0.3290 0.2085
71 H 4.4254 0.7537 2.3321
72 H 2.9852 2.5212 3.5358
73 H 0.0145 4.8271 -2.3332
74 H 0.0187 5.6416 0.2659
75 H 1.9506 -3.8444 0.7846
76 H 1.4896 -3.2264 -0.8015
77 H -2.6325 2.4535 0.3736

Values from the calculation:
relative energy (zero: lowest compared OMol25 entry of this formula, charge and spin): 47.3 kcal/mol
net charge: +2
LUMO energy (alpha / beta): -5.55 / -9.26 eV
multiplicity: 2
HOMO-LUMO gap (alpha / beta): 0.3527 / 0.2171 Ha

No. 2
Molecular formula: C23H40BrCl22NO4
Method: DFT, wB97M-V/def2-TZVPD

Cartesian coordinates (Å):
1 Br -5.6877 -0.9562 2.0609
2 Cl -0.3122 1.0042 4.7056
3 Cl 1.8626 -7.0953 -2.7248
4 Cl 1.6399 -2.0407 -3.7334
5 Cl -7.2157 -0.1539 -1.8794
6 Cl 3.1385 3.0967 -8.0846
7 Cl -5.8604 4.4598 -4.0497
8 Cl 0.2120 1.5961 -4.9137
9 Cl 2.6073 4.2472 5.6495
10 Cl -3.5335 5.6415 -2.7182
11 Cl -1.4495 -5.7511 3.8371
12 Cl 6.4672 1.2338 4.5393
13 Cl -1.3819 1.6564 0.2269
14 Cl -2.7301 2.3073 5.7022
15 Cl 3.6623 0.3905 4.5079
16 Cl -0.9453 -3.3081 5.3545
17 Cl -3.2878 3.7853 0.8709
18 Cl -1.1240 3.4581 -6.7410
19 Cl -0.0753 -5.0128 -2.0241
20 Cl 0.2983 -3.0792 -6.1245
21 Cl 4.0586 2.4389 7.4447
22 Cl -6.5525 2.6016 -1.1767
23 Cl 4.9272 5.3814 -8.4855
24 O -2.3668 -2.2515 0.2138
25 O -1.0042 -3.9414 0.7681
26 O 3.6924 -2.2234 -2.1197
27 O 4.9078 -1.3828 -0.4263
28 N -0.3346 -1.7397 1.1737
29 C 4.7169 0.3062 1.3383
30 C -0.9639 2.3413 5.6749
31 C 3.7450 4.6230 -7.4190
32 C 3.9197 -2.1679 -0.9400
33 C 4.0385 4.0233 6.6604
34 C 5.2756 0.0766 5.1498
35 C 1.0804 -2.1784 1.2342
36 C -3.5085 -2.4717 1.0552
37 C -1.0598 -1.2429 3.5935
38 C -1.5392 -4.9773 5.4197
39 C 4.3809 -0.0714 -0.0984
40 C -7.2550 1.5351 -2.3975
41 C 0.3244 -1.8069 -4.8856
42 C 1.1740 -5.5244 -3.1670
43 C 0.1326 2.2274 -6.5673
44 C -0.7344 -1.3859 2.4445
45 C -1.2193 -2.7667 0.7185
46 C -5.1634 5.9213 -3.3438
47 C -4.6807 -1.6329 0.5230
48 C -4.1580 -0.4133 -0.2279
49 C 3.1268 -2.9615 0.0667
50 C -1.9329 3.2927 -0.1528
51 C 1.6084 -2.7220 -0.0836
52 H 4.2168 4.4172 -6.4660
53 H -5.7969 6.2444 -2.5266
54 H -5.3657 -2.2181 -0.0808
55 H 3.8703 0.1216 2.0009
56 H -1.1112 3.9807 0.0051
57 H 1.1549 -3.6793 -0.3279
58 H 1.9659 -4.7851 -3.1663
59 H -1.0986 -0.9107 4.6008
60 H 5.2382 0.1607 6.2285
61 H 5.5769 -0.2679 1.6733
62 H 3.4534 -2.6323 1.0558
63 H 3.3629 -4.0229 0.0197
64 H -3.3916 0.0853 0.3606
65 H 5.5781 -0.9219 4.8573
66 H -8.2837 1.8272 -2.5695
67 H 4.0448 4.7872 7.4280
68 H -5.1128 6.6840 -4.1109
69 H 3.2980 -0.0958 -0.2412
70 H -4.9732 0.2982 -0.3215
71 H -2.5731 -4.9594 5.7424
72 H 0.7324 -5.6027 -4.1529
73 H -6.6777 1.6283 -3.3098
74 H 1.6629 -1.2892 1.4838
75 H 1.2626 -2.9056 2.0293
76 H -2.2556 3.3180 -1.1873
77 H 4.9138 1.3766 1.3717
78 H -3.7645 -0.6996 -1.1999
79 H 1.3928 -2.0569 -0.9185
80 H -3.7763 -3.5282 1.1059
81 H 0.4570 -0.8506 -5.3717
82 H -0.6184 -1.8270 -4.3503
83 H -0.0884 1.4074 -7.2410
84 H 2.9078 5.2986 -7.2910
85 H 4.9187 4.1049 6.0338
86 H -3.3059 -2.1416 2.0723
87 H -0.5960 2.2483 6.6896
88 H -0.6385 3.2791 5.2426
89 H 4.7806 0.6561 -0.8021
90 H 1.0907 2.6715 -6.8130
91 H -0.9343 -5.5405 6.1201

Values from the calculation:
SMILES string: C#CN(CCCC(=O)OCC)C(=O)OC[C@H](C)Br.ClCCl.ClCCl.ClCCl.ClCCl.ClCCl.ClCCl.ClCCl.ClCCl.ClCCl.ClCCl.ClCCl
net charge: 0
LUMO energy: 0.26 eV
HOMO-LUMO gap: 0.3328 Ha

No. 3
Molecular formula: C23H40BrO8PS4
Method: DFT, wB97M-V/def2-TZVPD

Cartesian coordinates (Å):
1 Br -0.8333 0.2590 0.4782
2 S 0.5143 2.0575 5.3107
3 S 0.2322 -5.8155 2.6389
4 S 3.9427 -2.0838 1.9044
5 S -3.2165 3.5143 -5.2767
6 P -0.6981 2.2773 -0.5525
7 O -3.0050 2.2300 -4.6393
8 O 0.5082 2.2525 6.7453
9 O 0.3216 0.7554 4.7041
10 O 0.9108 -6.3331 3.8103
11 O 3.6282 -2.3059 0.5087
12 O -0.1715 -4.4297 2.5265
13 O 5.2938 -1.8316 2.3643
14 O -2.1197 4.3655 -5.6874
15 C -4.3322 4.4758 -4.2735
16 C 1.9930 2.8044 4.6419
17 C 1.5338 2.5995 -3.4433
18 C 1.1614 -6.2570 1.1783
19 C -5.6364 3.9832 -6.2650
20 C 0.6708 -0.1800 -3.1497
21 C 3.2616 0.4749 -4.1156
22 C -1.0267 2.0035 -2.4523
23 C 2.1602 -0.6776 -3.7187
24 C 2.1555 -2.7766 3.7424
25 C 2.9947 2.0930 -3.9880
26 C 1.6381 -1.5398 3.0095
27 C 0.3256 -7.3010 0.4396
28 C -0.6349 3.2067 4.5798
29 C 1.5264 3.9663 3.7665
30 C -4.3251 3.3075 -6.6623
31 C -1.1403 -7.0428 0.7845
32 C -1.1805 -6.8450 2.2925
33 C 3.2330 -3.4121 2.8653
34 C 2.8758 -0.7989 2.5260
35 C 0.1935 4.4579 4.3290
36 C -5.2974 5.0951 -5.2733
37 C 0.4323 1.4403 -3.0454
38 H -3.7740 5.2173 -3.6994
39 H -1.4850 -6.1338 0.2771
40 H -3.8734 3.7910 -7.5328
41 H 1.3813 3.6174 2.7369
42 H -1.7833 -7.8702 0.4705
43 H 2.6628 -0.0757 1.7370
44 H 1.0215 -0.9113 3.6588
45 H 2.6043 3.1539 5.4784
46 H 4.3371 0.1571 -4.5215
47 H 2.1347 -6.6567 1.4739
48 H -1.2788 3.0092 -3.0154
49 H 2.2738 4.7655 3.7398
50 H 1.3506 -3.4868 3.9559
51 H -1.0397 -7.7942 2.8181
52 H -6.1628 4.3706 -7.1429
53 H 2.8056 -4.1414 2.1716
54 H -4.8514 3.7891 -3.5983
55 H 2.3838 -1.8481 -3.7897
56 H 0.5014 -7.2558 -0.6398
57 H 3.7925 2.9376 -4.2413
58 H -0.9887 2.7736 3.6394
59 H 1.0255 -1.8467 2.1534
60 H 0.6837 2.6814 -0.5050
61 H -4.4654 2.2416 -6.8593
62 H -1.4750 3.3759 5.2555
63 H 1.2468 3.7398 -3.2966
64 H 1.2965 -5.3539 0.5767
65 H 2.5917 -2.4757 4.7027
66 H -0.1642 -0.9573 -2.8096
67 H -1.8621 1.1949 -2.6482
68 H -6.1920 5.4855 -4.7795
69 H -4.8114 5.9249 -5.8003
70 H -0.3104 5.1421 3.6401
71 H 2.5454 2.0606 4.0621
72 H -2.0930 -6.3558 2.6375
73 H 3.3914 -0.3090 3.3574
74 H 0.3642 4.9908 5.2720
75 H -6.2964 3.2524 -5.7819
76 H 0.6081 -8.3056 0.7768
77 H 4.0147 -3.8835 3.4664

Values from the calculation:
relative energy (zero: lowest compared OMol25 entry of this formula, charge and spin): 205.7 kcal/mol
SMILES string: O=S1(=O)CCCC1.O=S1(=O)CCCC1.O=S1(=O)CCCC1.O=S1(=O)CCCC1.BrPCc1ccccc1
net charge: 0
LUMO energy: 0.26 eV
HOMO-LUMO gap: 0.2966 Ha